Model P:
{"formula": "C22H34N2O2", "method": "ωB97M-V/def2-TZVPD", "elements": ["C", "C", "O", "C", "C", "C", "C", "C", "O", "N", "C", "C", "C", "C", "N", "C", "C", "C", "C", "C", "C", "C", "C", "C", "C", "C", "H", "H", "H", "H", "H", "H", "H", "H", "H", "H", "H", "H", "H", "H", "H", "H", "H", "H", "H", "H", "H", "H", "H", "H", "H", "H", "H", "H", "H", "H", "H", "H", "H", "H"], "positions_angstrom": [[-9.794, -0.457, -0.247], [-8.863, -1.503, -0.853], [-7.766, -1.806, -0.014], [-6.722, -0.944, 0.080], [-6.551, 0.216, -0.670], [-5.423, 0.993, -0.487], [-4.436, 0.636, 0.424], [-3.254, 1.532, 0.555], [-3.305, 2.722, 0.305], [-2.118, 0.924, 0.982], [-0.858, 1.622, 1.057], [0.026, 1.372, -0.173], [1.349, 2.145, -0.060], [2.443, 1.260, 0.538], [2.752, 0.098, -0.287], [3.978, 0.217, -1.053], [5.215, -0.036, -0.184], [6.496, 0.139, -0.998], [7.725, -0.117, -0.130], [7.672, -1.516, 0.477], [6.393, -1.696, 1.289], [5.170, -1.441, 0.415], [1.626, -0.326, -1.103], [0.320, -0.126, -0.346], [-4.617, -0.519, 1.183], [-5.743, -1.294, 1.015], [-10.645, -0.299, -0.904], [-9.277, 0.489, -0.104], [-10.154, -0.800, 0.720], [-8.517, -1.191, -1.845], [-9.393, -2.454, -0.958], [-7.285, 0.527, -1.397], [-5.290, 1.900, -1.058], [-2.090, -0.081, 1.031], [-0.333, 1.311, 1.966], [-1.099, 2.686, 1.127], [-0.523, 1.733, -1.049], [1.215, 3.035, 0.556], [1.671, 2.477, -1.049], [2.125, 0.908, 1.527], [3.352, 1.847, 0.679], [4.065, 1.202, -1.544], [3.953, -0.541, -1.841], [5.225, 0.687, 0.638], [6.540, 1.149, -1.413], [6.490, -0.565, -1.834], [8.632, -0.005, -0.729], [7.761, 0.623, 0.673], [8.545, -1.679, 1.113], [7.699, -2.258, -0.324], [6.352, -2.707, 1.700], [6.394, -0.994, 2.126], [5.144, -2.174, -0.395], [4.253, -1.550, 0.995], [1.768, -1.387, -1.336], [1.573, 0.222, -2.061], [0.415, -0.608, 0.629], [-0.492, -0.612, -0.890], [-3.895, -0.803, 1.935], [-5.896, -2.186, 1.601]], "smiles": "CCOc1ccc(C(=O)NCC2CCN(CC3CCCCC3)CC2)cc1", "total_charge": 0}

=====

Model Q:
{"formula": "C22H34N2O2", "method": "ωB97M-V/def2-TZVPD", "elements": ["C", "C", "C", "C", "C", "N", "C", "C", "N", "C", "C", "C", "C", "C", "C", "C", "C", "C", "O", "C", "C", "C", "C", "C", "C", "O", "H", "H", "H", "H", "H", "H", "H", "H", "H", "H", "H", "H", "H", "H", "H", "H", "H", "H", "H", "H", "H", "H", "H", "H", "H", "H", "H", "H", "H", "H", "H", "H", "H", "H"], "positions_angstrom": [[4.998, -1.875, -3.580], [3.664, -2.583, -3.354], [3.644, -3.911, -4.106], [2.505, -1.676, -3.779], [1.166, -2.110, -3.172], [1.241, -2.093, -1.722], [0.469, -3.109, -1.040], [-1.018, -2.761, -0.904], [-1.132, -1.495, -0.208], [-2.505, -1.140, 0.105], [-2.550, 0.025, 1.054], [-3.407, 1.097, 0.845], [-3.441, 2.158, 1.730], [-2.603, 2.167, 2.844], [-2.635, 3.250, 3.754], [-2.631, 4.151, 4.553], [-2.720, 5.274, 5.464], [-4.127, 5.892, 5.415], [-4.434, 6.427, 4.152], [-1.734, 1.094, 3.053], [-1.716, 0.037, 2.168], [-0.470, -0.460, -0.979], [1.024, -0.780, -1.130], [1.754, -0.689, 0.217], [2.050, 0.752, 0.621], [2.884, 1.345, -0.355], [5.044, -0.956, -3.001], [5.826, -2.513, -3.279], [5.122, -1.627, -4.633], [3.547, -2.780, -2.284], [4.463, -4.547, -3.777], [2.713, -4.445, -3.934], [3.751, -3.743, -5.177], [2.722, -0.658, -3.453], [2.416, -1.669, -4.867], [0.940, -3.128, -3.492], [0.369, -1.458, -3.565], [0.583, -4.058, -1.568], [0.886, -3.225, -0.036], [-1.523, -3.535, -0.319], [-1.489, -2.720, -1.904], [-3.091, -0.909, -0.805], [-2.969, -2.009, 0.587], [-4.058, 1.102, -0.018], [-4.115, 2.986, 1.561], [-2.503, 4.942, 6.482], [-1.984, 6.030, 5.177], [-4.193, 6.727, 6.116], [-4.869, 5.131, 5.701], [-4.295, 5.735, 3.493], [-1.083, 1.100, 3.915], [-1.046, -0.794, 2.323], [-0.594, 0.494, -0.463], [-0.930, -0.361, -1.982], [1.476, -0.039, -1.794], [2.700, -1.222, 0.120], [1.155, -1.154, 0.998], [2.550, 0.755, 1.600], [1.113, 1.319, 0.717], [3.093, 2.244, -0.084]], "smiles": "CC(C)CCN1CCN(Cc2ccc(C#CCCO)cc2)C[C@H]1CCO", "total_charge": 0}

=====

Which is most stable, and by how much? model P, by 252.8 kJ/mol.

=====

Model P:
{"formula": "C2H7N2O2", "method": "ωB97M-V/def2-TZVPD", "elements": ["C", "O", "N", "N", "C", "O", "H", "H", "H", "H", "H", "H", "H"], "positions_angstrom": [[0.899, 1.379, 1.284], [-0.035, 0.767, 0.456], [0.576, 0.124, -0.551], [-0.098, -0.815, -1.113], [-1.465, -1.137, -0.603], [0.333, -1.490, -2.009], [1.243, 0.732, 2.002], [0.288, 2.087, 1.814], [1.752, 1.721, 0.688], [1.606, 0.338, -0.904], [-1.961, -0.194, -0.366], [-1.337, -1.503, 0.495], [-1.801, -2.008, -1.192]], "smiles": "CON[N+](C)=O", "total_charge": 1}

=====

Model Q:
{"formula": "C2H7N2O2", "method": "ωB97M-V/def2-TZVPD", "elements": ["N", "O", "C", "O", "C", "N", "H", "H", "H", "H", "H", "H", "H"], "positions_angstrom": [[-2.873, -0.004, 0.150], [-1.468, -0.457, 0.130], [-0.446, 0.336, -0.014], [-0.161, 1.502, -0.198], [1.022, -0.644, 0.062], [1.980, 0.427, -0.050], [-3.232, -0.678, 0.828], [-3.198, -0.005, -0.820], [0.961, -1.359, -0.742], [0.910, -1.122, 1.012], [2.563, 0.287, -0.985], [2.639, 0.306, 0.758], [1.302, 1.410, -0.131]], "smiles": "NOC(=O)C[NH3+]", "total_charge": 1}

=====

Model R:
{"formula": "C2H7N2O2", "method": "ωB97M-V/def2-TZVPD", "elements": ["C", "N", "C", "O", "N", "O", "H", "H", "H", "H", "H", "H", "H"], "positions_angstrom": [[-0.584, -1.199, -0.495], [-0.498, 0.172, 0.021], [0.742, 0.472, 0.743], [-1.001, 1.248, -0.774], [-1.560, 0.378, 1.303], [-1.991, -0.567, 1.745], [-0.508, -1.853, 0.444], [-1.589, -1.280, -1.110], [0.260, -1.196, -1.222], [0.524, 0.984, 1.798], [1.379, -0.438, 0.825], [1.271, 1.265, 0.143], [-0.429, 1.253, -1.843]], "smiles": "C[N+](C)(O)N=O", "total_charge": 1}

=====

Model S:
{"formula": "C2H7N2O2", "method": "ωB97M-V/def2-TZVPD", "elements": ["N", "C", "O", "O", "H", "H", "H", "C", "N", "H", "H", "H", "H"], "positions_angstrom": [[-0.470, 0.572, 2.383], [-0.222, 0.229, 1.106], [-0.160, 1.330, 0.260], [-0.053, -0.876, 0.678], [-0.297, 1.477, 2.781], [-0.843, -0.163, 2.964], [-0.839, 1.974, 0.463], [0.570, -1.319, -2.277], [0.359, -0.077, -2.082], [1.026, -1.621, -3.217], [0.322, -2.032, -1.504], [0.290, 0.275, -1.100], [0.534, 0.576, -2.837]], "total_charge": 1}

=====

Which is most stable, and by how much? model S, by 293.7 kJ/mol.

=====

Model P:
{"formula": "H2N4", "method": "ωB97M-V/def2-TZVPD", "elements": ["H", "N", "N", "H", "N", "N"], "positions_angstrom": [[-0.848, -1.169, 0.097], [-1.727, -0.516, -0.046], [-1.510, 0.674, -0.057], [-0.490, 1.070, 0.101], [2.795, 0.187, -0.026], [1.780, -0.247, -0.068]], "smiles": "[H]/N=N\\[H].N#N", "total_charge": 0}

=====

Model Q:
{"formula": "H2N4", "method": "ωB97M-V/def2-TZVPD", "elements": ["N", "N", "N", "N", "H", "H"], "positions_angstrom": [[-1.110, 0.645, -0.023], [-1.110, -0.645, 0.023], [0.252, 0.694, 0.080], [0.252, -0.694, -0.080], [0.857, 1.336, -0.419], [0.857, -1.336, 0.419]], "total_charge": 0}

=====

Which is most stable, and by how much? model P, by 265.4 kJ/mol.

=====

Model P:
{"formula": "C4H14NO3", "method": "ωB97M-V/def2-TZVPD", "elements": ["C", "C", "N", "C", "C", "O", "H", "H", "H", "H", "H", "H", "H", "H", "H", "H", "H", "H", "O", "H", "H", "O"], "positions_angstrom": [[2.036, 1.606, 0.697], [0.729, 1.544, 0.011], [0.444, 0.100, -0.198], [-0.921, -0.265, -0.578], [-2.133, 0.697, -0.247], [-2.593, 0.570, 1.021], [2.370, 2.616, 0.886], [2.025, 1.103, 1.577], [2.708, 1.204, 0.021], [0.677, 1.982, -1.054], [-0.103, 1.877, 0.572], [0.805, -0.483, 0.541], [-0.847, -0.257, -1.665], [-1.307, -1.243, -0.262], [-2.787, 0.495, -1.173], [-1.996, 1.810, -0.298], [-2.466, -0.708, 1.632], [-1.394, -1.667, 1.830], [-2.324, -1.771, 1.700], [1.672, -3.247, -1.982], [2.897, -2.599, -1.361], [2.508, -3.365, -1.670]], "total_charge": -1}

=====

Model Q:
{"formula": "C4H14NO3", "method": "ωB97M-V/def2-TZVPD", "elements": ["C", "N", "C", "C", "C", "O", "H", "H", "H", "H", "H", "H", "H", "H", "H", "H", "H", "H", "O", "H", "H", "O"], "positions_angstrom": [[1.496, -2.087, 0.026], [1.545, -0.862, 0.801], [1.348, 0.335, -0.058], [1.014, 1.460, 0.909], [-0.469, 1.309, 1.494], [-1.108, 0.160, 1.091], [2.022, -2.857, 0.779], [1.914, -1.970, -0.996], [0.520, -2.523, -0.206], [0.834, -0.956, 1.523], [0.576, -0.019, -0.784], [2.246, 0.605, -0.619], [1.633, 1.457, 1.834], [1.063, 2.481, 0.499], [-0.378, 1.196, 2.627], [-1.009, 2.196, 1.249], [-1.187, 0.871, -1.641], [-1.473, 0.404, 0.073], [-1.984, 0.691, -1.142], [-3.047, -0.021, -1.906], [-2.348, -1.095, -2.912], [-3.209, -0.775, -2.639]], "total_charge": -1}

=====

Which is most stable, and by how much? model Q, by 78.0 kJ/mol.

=====

Model P:
{"formula": "C8H4Cl6O9P2Ti", "method": "ωB97M-V/def2-TZVPD", "elements": ["Ti", "Cl", "C", "C", "C", "Cl", "C", "Cl", "C", "Cl", "C", "Cl", "O", "P", "O", "O", "O", "P", "O", "O", "O", "H", "H", "Cl", "C", "C", "O", "O", "H", "H"], "positions_angstrom": [[-0.148, 0.224, -0.474], [-0.954, -0.015, 3.946], [0.447, 0.245, 2.939], [0.376, 0.251, 1.567], [1.468, 0.484, 0.809], [1.322, 1.166, -2.102], [2.712, 0.706, 1.352], [4.108, 0.966, 0.354], [2.820, 0.709, 2.741], [4.355, 0.990, 3.496], [1.686, 0.484, 3.539], [1.840, 0.513, 5.264], [-0.875, -0.200, -4.497], [-1.300, -1.094, -3.214], [-2.446, -1.951, -3.574], [-1.396, -0.136, -2.054], [0.056, -1.970, -3.027], [0.808, -2.477, -1.686], [2.278, -1.883, -1.904], [0.855, -3.938, -1.584], [0.161, -1.698, -0.529], [-1.217, -0.648, -5.278], [2.248, -0.911, -2.002], [-2.691, -0.590, 0.708], [-3.105, 1.078, 1.178], [-2.338, 2.164, 0.412], [-2.826, 3.283, 0.458], [-1.213, 1.842, -0.104], [-2.862, 1.183, 2.235], [-4.169, 1.223, 1.028]], "total_charge": -2}

=====

Model Q:
{"formula": "C8H4Cl6O9P2Ti", "method": "ωB97M-V/def2-TZVPD", "elements": ["Ti", "Cl", "C", "C", "C", "Cl", "C", "Cl", "C", "Cl", "C", "Cl", "O", "P", "O", "O", "O", "P", "O", "O", "O", "H", "H", "Cl", "C", "C", "O", "O", "H", "H"], "positions_angstrom": [[-0.502, -0.106, -0.020], [2.682, 0.652, 1.132], [2.564, -0.844, 0.275], [1.329, -1.245, -0.231], [1.310, -2.465, -0.901], [-0.190, -3.041, -1.551], [2.445, -3.253, -1.077], [2.364, -4.753, -1.924], [3.659, -2.817, -0.559], [5.080, -3.771, -0.761], [3.722, -1.606, 0.125], [5.227, -1.068, 0.771], [-3.597, -1.267, -2.824], [-3.259, -0.825, -1.335], [-1.826, -0.273, -1.409], [-4.298, 0.025, -0.716], [-3.163, -2.230, -0.559], [-2.747, -2.250, 1.027], [-3.915, -1.411, 1.694], [-2.636, -3.608, 1.541], [-1.472, -1.367, 1.041], [-4.547, -1.213, -2.974], [-4.219, -0.693, 1.101], [5.531, 23.532, 3.791], [0.222, 3.366, 0.923], [-0.029, 2.109, 0.570], [0.134, 1.557, -0.653], [-0.504, 1.124, 1.380], [0.599, 4.057, 0.186], [0.036, 3.684, 1.937]], "total_charge": -2}

=====

Which is most stable, and by how much? model Q, by 28.9 kJ/mol.